Here is C54H120F14N13Na2O28S14 as an isolated structure from the OMol25 dataset. Energies are from ωB97M-V/def2-TZVPD.

Structure (ORCA input):
```
! RIJCOSX wB97M-V def2-TZVPD def2/J DEFGRID3
* xyz 1 1
Na -7.429 1.549 4.217
Na -2.314 2.687 10.464
C -11.711 2.949 2.079
C -10.488 3.819 1.634
C -10.221 5.001 2.636
N -9.054 6.028 2.245
C -7.786 5.126 2.198
C -6.478 5.944 2.136
C -6.414 6.917 3.333
C -7.612 7.828 3.284
C -8.978 7.082 3.386
C -9.239 6.784 0.866
H -11.813 2.064 1.451
H -12.654 3.456 2.286
H -11.496 2.472 3.035
H -10.518 3.987 0.557
H -9.603 3.182 1.641
H -9.929 4.559 3.589
H -11.068 5.667 2.800
H -7.663 4.458 3.050
H -7.814 4.489 1.314
H -5.589 5.329 1.997
H -6.436 6.530 1.218
H -6.358 6.381 4.281
H -5.498 7.503 3.259
H -7.595 8.583 4.070
H -7.571 8.431 2.377
H -9.038 6.490 4.299
H -9.847 7.721 3.230
H -8.554 7.594 0.615
H -10.241 7.192 1.000
H -9.229 6.029 0.080
C -8.379 -0.441 8.984
C -8.061 -1.837 9.608
C -6.542 -2.009 10.026
N -6.170 -3.269 10.883
C -4.579 -3.385 10.983
C -4.003 -3.956 9.682
C -4.698 -5.233 9.155
C -6.161 -4.996 9.046
C -6.803 -4.576 10.385
C -6.645 -2.979 12.341
H -7.921 0.354 9.572
H -9.465 -0.352 8.955
H -7.901 -0.394 8.005
H -8.364 -2.558 8.848
H -8.799 -1.923 10.405
H -6.047 -1.196 10.557
H -5.967 -2.046 9.100
H -4.132 -2.425 11.240
H -4.373 -4.058 11.815
H -3.854 -3.223 8.889
H -2.999 -4.259 9.982
H -4.254 -5.587 8.225
H -4.443 -6.068 9.808
H -6.458 -4.343 8.225
H -6.763 -5.869 8.795
H -7.890 -4.505 10.344
H -6.650 -5.389 11.094
H -7.714 -2.771 12.377
H -6.070 -2.218 12.867
H -6.606 -3.918 12.893
C -2.248 -1.548 -0.310
C -1.953 -1.200 1.201
C -0.704 -1.880 1.746
N -0.554 -1.734 3.289
C 0.832 -2.323 3.828
C 2.063 -1.533 3.220
C 1.966 -0.051 3.721
C 0.632 0.528 3.242
C -0.576 -0.271 3.716
C -1.656 -2.449 4.105
H -2.473 -2.607 -0.438
H -1.393 -1.295 -0.937
H -3.032 -0.911 -0.719
H -2.877 -1.408 1.740
H -1.625 -0.163 1.139
H 0.230 -1.540 1.298
H -0.700 -2.970 1.724
H 0.857 -3.409 3.741
H 0.818 -2.034 4.879
H 2.132 -1.552 2.132
H 2.991 -1.972 3.585
H 2.878 0.459 3.413
H 2.107 -0.070 4.801
H 0.607 0.736 2.173
H 0.476 1.459 3.788
H -1.491 0.265 3.465
H -0.599 -0.286 4.806
H -1.530 -3.528 4.012
H -2.674 -2.119 3.899
H -1.408 -2.373 5.164
C 2.712 4.905 5.527
C 2.942 5.099 7.030
C 4.428 4.781 7.388
N 4.687 4.884 8.949
C 6.232 4.628 9.163
C 7.158 5.762 8.669
C 6.687 7.119 9.166
C 5.206 7.336 8.781
C 4.287 6.281 9.501
C 3.928 3.757 9.662
H 2.506 5.858 5.040
H 1.904 4.258 5.186
H 3.569 4.545 4.957
H 2.395 4.302 7.535
H 2.588 6.096 7.293
H 5.132 5.421 6.855
H 4.572 3.728 7.147
H 6.562 3.746 8.614
H 6.401 4.521 10.234
H 7.189 5.788 7.579
H 8.183 5.673 9.028
H 7.262 7.915 8.692
H 6.892 7.203 10.233
H 4.930 7.392 7.728
H 5.063 8.352 9.148
H 3.224 6.484 9.368
H 4.408 6.223 10.583
H 4.366 3.500 10.627
H 3.952 2.831 9.088
H 2.879 4.044 9.734
C -5.169 1.873 7.896
C -4.785 2.987 6.869
C -3.163 3.137 6.795
N -2.504 3.830 5.582
C -1.084 4.212 5.949
C -0.998 5.382 6.893
C -1.742 6.527 6.310
C -3.226 6.232 5.967
C -3.364 4.950 5.118
C -2.437 2.754 4.485
H -4.481 1.744 8.731
H -5.103 0.910 7.390
H -6.212 1.947 8.202
H -5.273 3.913 7.173
H -5.297 2.764 5.933
H -2.738 2.142 6.922
H -2.828 3.564 7.740
H -0.500 3.319 6.172
H -0.681 4.585 5.007
H -1.418 5.161 7.874
H 0.062 5.620 6.980
H -1.558 7.347 7.004
H -1.120 6.828 5.466
H -3.842 6.143 6.862
H -3.693 7.034 5.394
H -4.344 4.506 4.946
H -2.954 5.191 4.137
H -3.442 2.351 4.363
H -1.687 1.973 4.612
H -2.092 3.210 3.556
C 1.207 9.419 6.537
C 2.119 10.588 6.157
C 3.112 10.237 5.057
N 4.032 11.422 4.641
C 3.162 12.563 4.037
C 3.932 13.563 3.269
C 4.668 12.932 2.046
C 5.689 11.999 2.680
C 5.054 10.922 3.613
C 4.903 12.002 5.791
H 1.813 8.722 7.116
H 0.839 8.845 5.687
H 0.411 9.771 7.193
H 2.714 10.791 7.047
H 1.550 11.451 5.809
H 2.539 9.860 4.210
H 3.824 9.478 5.381
H 2.482 12.021 3.379
H 2.667 13.085 4.856
H 3.162 14.233 2.886
H 4.571 14.182 3.899
H 3.970 12.343 1.452
H 5.127 13.647 1.363
H 6.287 11.557 1.882
H 6.453 12.585 3.190
H 4.365 10.348 2.993
H 5.728 10.183 4.047
H 4.373 12.686 6.454
H 5.727 12.603 5.407
H 5.277 11.114 6.301
N -6.746 -0.499 5.106
S -5.471 -1.177 4.930
O -5.226 -1.877 3.696
O -4.932 -1.762 6.123
F -4.484 0.097 4.797
S -7.667 -1.909 5.159
O -7.777 -2.595 6.445
O -7.725 -2.783 3.969
F -9.116 -1.162 5.112
N -1.084 5.250 2.259
S -1.870 6.410 1.878
O -1.576 7.150 0.639
O -2.504 7.164 2.962
F -3.128 5.552 1.355
S 0.367 6.054 2.404
O 0.546 7.103 3.422
O 1.124 6.274 1.163
F 1.165 4.868 3.065
N -8.994 2.845 5.404
S -8.775 4.074 6.253
O -8.141 3.913 7.549
O -9.748 5.122 6.109
F -7.527 4.758 5.430
S -10.526 2.546 5.970
O -11.586 3.393 5.404
O -10.728 2.047 7.321
F -10.734 1.221 5.052
N -1.469 1.048 9.008
S -1.843 -0.292 8.460
O -1.086 -1.404 9.130
O -2.157 -0.424 7.012
F -3.283 -0.400 9.183
S 0.108 1.013 8.358
O 0.189 0.835 6.919
O 1.194 0.535 9.141
F 0.264 2.651 8.517
N -2.128 4.968 10.435
S -0.825 6.057 10.685
O -0.881 6.910 11.897
O -0.171 6.622 9.518
F 0.242 4.971 11.122
S -3.151 6.058 10.259
O -3.021 7.078 9.214
O -3.860 6.394 11.469
F -4.244 5.086 9.491
N -4.175 2.109 12.036
S -4.144 1.057 13.419
O -4.601 -0.333 13.300
O -4.279 1.716 14.756
F -2.457 0.808 13.420
S -5.617 2.445 12.230
O -5.878 3.609 13.085
O -6.632 1.364 12.221
F -5.803 3.012 10.794
N -6.322 1.761 2.194
S -6.697 0.527 1.049
O -5.826 -0.644 1.058
O -7.272 0.951 -0.242
F -8.021 -0.018 1.810
S -5.210 2.284 1.350
O -5.606 3.193 0.291
O -4.062 1.398 1.104
F -4.611 3.337 2.383
*
```

The orbital gap comes out at 7.5 eV. Its HOMO energy is -0.3829 Ha. The value obtained for the total energy is -333197.7644 eV. For the LUMO energy, the calculation gives -2.91 eV.